# C35H73BrCl2N4SSbSiTi

A molecular structure, C35H73BrCl2N4SSbSiTi (wB97M-V/def2-TZVPD, the OMol25 dataset).

XYZ file:
```
119
Properties=species:S:1:pos:R:3:forces:R:3:lowdin_spin:R:1
Ti -1.31131 -1.84629 1.41765 -0.093 -0.240 0.849 0.98
C -0.61238 0.56134 3.08129 0.001 0.029 0.013 0.00
C 0.73247 -0.14590 2.86052 -0.020 -0.032 0.084 0.00
N 0.67007 -1.19281 1.80514 -0.245 0.068 -0.424 0.00
C 1.48016 -2.42873 1.97557 0.076 0.060 0.006 0.00
C 0.85252 -3.65132 1.24134 0.095 -0.015 -0.052 0.00
N -0.16349 -3.22081 0.24049 -0.056 0.241 0.011 0.00
C -0.99161 -4.28818 -0.39257 -0.012 -0.057 -0.024 0.01
C -2.24287 -4.64333 0.41163 -0.010 -0.017 0.027 0.00
C -3.46367 -3.71081 0.29993 -0.005 -0.042 0.070 0.01
N -3.13656 -2.26124 0.37502 0.298 0.233 -0.245 0.00
C -4.10370 -1.40770 1.11133 -0.007 -0.005 -0.068 0.01
C -3.55785 0.03592 1.27618 -0.033 0.065 0.023 0.01
N -2.07632 0.12650 1.06713 0.057 -0.159 -0.203 0.00
C -1.31333 1.15039 1.85562 0.013 0.055 -0.009 0.00
H -0.42793 1.37399 3.78709 0.010 0.008 -0.013 0.00
H -1.30353 -0.10579 3.60279 -0.020 0.002 0.033 0.00
H 1.02799 -0.61834 3.79783 -0.001 -0.013 -0.013 0.00
H 1.50379 0.57753 2.58791 0.011 0.010 0.012 0.00
H 0.98146 -0.73053 0.94594 0.159 -0.043 0.018 0.00
H 1.52738 -2.65233 3.03998 0.023 0.010 -0.012 0.00
H 2.49496 -2.24607 1.61812 -0.003 -0.050 0.006 0.00
H 0.36535 -4.31487 1.95452 0.009 0.020 0.009 0.00
H 1.64390 -4.21178 0.73985 -0.047 -0.077 0.034 0.00
H 0.34627 -2.75753 -0.51048 -0.048 0.037 -0.001 0.00
H -0.37893 -5.18040 -0.53835 -0.008 0.003 0.013 0.00
H -1.26367 -3.91739 -1.38359 0.010 -0.016 -0.009 0.00
H -1.97224 -4.76884 1.46393 -0.001 0.001 -0.020 0.00
H -2.57616 -5.62998 0.08508 0.000 -0.003 0.004 0.00
H -4.13480 -3.94668 1.12647 -0.028 0.004 -0.032 0.00
H -4.00864 -3.89848 -0.62827 0.023 -0.006 -0.008 0.00
H -3.14196 -1.89546 -0.58792 -0.021 -0.015 0.012 0.00
H -4.27620 -1.87292 2.08101 0.017 -0.013 -0.039 0.00
H -5.05290 -1.36672 0.57098 -0.018 -0.009 0.052 0.00
H -3.78671 0.41010 2.27346 -0.001 -0.045 0.022 0.00
H -4.04326 0.69086 0.55268 -0.015 0.036 0.058 0.00
H -1.95120 0.37105 0.08712 0.025 -0.054 -0.011 0.00
H -1.99776 1.94220 2.16346 0.001 -0.012 0.000 0.00
H -0.58256 1.59543 1.17591 -0.008 0.014 0.002 0.00
Cl 1.72284 -2.15947 -2.62326 0.025 -0.004 -0.024 0.00
C 0.60535 -0.86200 -3.02363 -0.028 -0.047 0.077 0.00
Cl -0.76117 -0.82214 -1.85917 -0.080 0.093 -0.175 0.00
H 0.17010 -1.04458 -3.99880 0.042 0.002 -0.012 0.00
H 1.10811 0.09476 -2.94614 0.045 -0.025 -0.022 0.00
C 2.19719 4.15791 0.64029 -0.001 -0.017 -0.004 0.00
C 3.36573 4.00716 -0.34713 -0.008 -0.035 0.003 0.00
C 2.82503 4.42227 -1.72315 0.019 -0.014 -0.008 0.00
C 4.47849 4.99479 0.05170 0.002 0.004 0.003 0.00
Si 4.09017 2.23839 -0.38488 -0.035 -0.062 -0.022 0.00
Br 2.16189 0.87910 -0.44289 0.001 0.121 0.018 0.00
C 4.97263 1.68483 1.22316 -0.049 0.010 0.001 0.00
C 6.43586 2.16363 1.18674 0.010 0.002 0.011 0.00
C 4.31192 2.28562 2.47233 -0.012 -0.001 -0.014 0.00
C 4.95841 0.16079 1.42030 0.007 0.003 -0.016 0.00
C 4.98603 1.75070 -2.00422 -0.010 -0.030 0.024 0.00
C 5.66320 0.37729 -1.87883 -0.009 0.000 0.023 0.00
C 6.06906 2.79973 -2.31822 0.001 0.005 -0.004 0.00
C 4.04258 1.65094 -3.21355 -0.012 0.001 0.015 0.00
H 1.89641 5.20898 0.66276 -0.003 0.006 -0.009 0.00
H 2.44781 3.86985 1.65814 0.005 0.006 0.016 0.00
H 1.33194 3.57524 0.31854 -0.001 -0.003 0.006 0.00
H 2.37309 5.41410 -1.63655 -0.001 0.007 0.004 0.00
H 2.05167 3.73894 -2.08131 -0.001 -0.004 -0.004 0.00
H 3.60626 4.49043 -2.47829 0.004 0.002 -0.014 0.00
H 4.09080 6.01369 -0.03127 0.004 0.007 0.005 0.00
H 5.35318 4.92845 -0.59633 0.010 0.002 -0.009 0.00
H 4.80819 4.85797 1.08116 0.009 -0.001 0.004 0.00
H 6.52074 3.24178 1.04360 0.000 0.010 -0.002 0.00
H 7.01723 1.67102 0.40873 0.006 0.001 -0.008 0.00
H 6.90850 1.92552 2.14356 0.008 0.002 0.003 0.00
H 4.38607 3.37070 2.51150 -0.007 0.009 0.004 0.00
H 4.81816 1.89425 3.35918 0.006 -0.002 0.006 0.00
H 3.25674 2.01143 2.54723 0.001 0.003 0.003 0.00
H 5.39845 -0.38957 0.59250 0.003 -0.006 -0.010 0.00
H 3.94048 -0.20674 1.56956 0.001 -0.002 -0.001 0.00
H 5.53265 -0.07913 2.31965 0.008 0.001 0.004 0.00
H 6.45773 0.36194 -1.13496 0.004 -0.007 0.008 0.00
H 6.11828 0.12323 -2.83998 0.000 0.003 -0.006 0.00
H 4.94347 -0.40932 -1.63897 -0.001 -0.005 0.002 0.00
H 6.78292 2.92718 -1.50366 0.003 0.004 0.009 0.00
H 5.64529 3.77525 -2.55526 0.000 0.010 -0.002 0.00
H 6.63340 2.47089 -3.19497 0.005 0.001 -0.003 0.00
H 3.32488 0.83813 -3.08570 0.001 -0.002 -0.004 0.00
H 4.64089 1.41844 -4.09867 0.005 0.006 -0.005 0.00
H 3.49659 2.56769 -3.41910 -0.018 0.014 0.000 0.00
S -1.72447 -2.94646 3.41355 -0.138 -0.141 -0.123 -0.03
C -2.11361 -1.96813 4.84909 0.068 0.068 0.010 0.00
C -3.29961 -1.24605 4.93575 -0.026 -0.041 -0.001 0.00
C -3.57513 -0.50829 6.07779 0.000 0.010 -0.003 0.00
C -2.67507 -0.49437 7.13387 0.003 0.005 0.004 0.00
C -1.50133 -1.22980 7.05073 0.014 -0.002 -0.006 0.00
C -1.21666 -1.96988 5.91196 0.003 0.070 -0.006 0.00
H -4.02158 -1.28187 4.12974 0.011 -0.009 0.020 0.00
H -4.50285 0.04397 6.14751 -0.003 0.003 0.003 0.00
H -2.89550 0.07497 8.02619 -0.003 0.003 0.003 0.00
H -0.80527 -1.23673 7.87862 0.000 -0.001 0.008 0.00
H -0.30704 -2.55314 5.85259 -0.002 -0.017 -0.004 0.00
C -7.14860 -1.69038 -2.61277 0.014 -0.033 0.015 0.00
C -6.35523 -0.55515 -3.25039 0.011 0.019 -0.013 0.00
Sb -4.26369 -0.64864 -2.77824 -0.038 0.042 0.013 0.00
C -3.52181 -1.85591 -4.41243 0.065 0.004 0.023 0.00
C -4.54082 -2.19595 -5.49271 -0.033 0.008 -0.017 0.00
C -3.67989 1.27873 -3.53931 -0.023 0.016 0.026 0.00
C -4.07604 1.52559 -4.98991 -0.015 -0.023 -0.033 0.00
H -8.20851 -1.61599 -2.85692 -0.003 0.004 -0.005 0.00
H -7.06299 -1.67926 -1.52363 -0.006 0.002 0.000 0.00
H -6.80443 -2.66734 -2.95920 -0.004 -0.003 -0.001 0.00
H -6.70635 0.41671 -2.89779 0.008 -0.004 0.015 0.00
H -6.46718 -0.55990 -4.33408 0.021 0.004 -0.001 0.00
H -3.10112 -2.76588 -3.98008 -0.017 -0.004 0.011 0.00
H -2.68439 -1.29576 -4.83752 0.004 0.007 0.012 0.00
H -5.39821 -2.73387 -5.08613 0.000 -0.006 -0.003 0.00
H -4.09227 -2.82813 -6.26017 0.000 -0.002 -0.004 0.00
H -4.91892 -1.30047 -5.98599 0.000 0.000 -0.002 0.00
H -2.59891 1.36774 -3.40566 0.005 -0.026 0.000 0.00
H -4.13663 2.02273 -2.88261 -0.001 -0.009 0.009 0.00
H -3.61884 0.79853 -5.66284 0.003 0.003 -0.002 0.00
H -3.76054 2.51689 -5.31809 0.004 0.004 0.001 0.00
H -5.15652 1.46734 -5.12446 -0.003 0.003 -0.002 0.00
```
Positions in Å, forces in eV/Å.

Properties
* max |F|: 0.89 eV Å⁻¹
* total charge: +2
* HOMO (spin up / spin down): -12.93 / -12.93 eV
* gap between HOMO and LUMO (spin up / spin down): 0.2815 / 0.2940 Eh
* <S²>: 0.755
* relative energy (zero: lowest compared OMol25 entry of this formula, charge and spin): 44.31 kJ/mol
* lowest unoccupied orbital energy (spin up / spin down): -5.3 / -4.9 eV
* spin multiplicity: 2